{
  "formula": "C11H32FeO27S4V3",
  "method": "ωB97M-V/def2-TZVPD",
  "spin_multiplicity": 6,
  "homo_ev": [-2.2, -2.1],
  "gap_ev": [3.92, 3.85],
  "charge": -2,
  "lumo_ev": [1.73, 1.72],
  "elements": ["Fe", "O", "V", "O", "O", "V", "O", "O", "V", "O", "S", "O", "O", "O", "O", "S", "O", "O", "O", "O", "S", "O", "O", "O", "O", "S", "O", "O", "O", "O", "C", "O", "H", "H", "H", "H", "C", "O", "H", "H", "H", "H", "C", "C", "C", "O", "H", "H", "H", "H", "H", "H", "H", "H", "C", "C", "C", "O", "H", "H", "H", "H", "H", "H", "H", "H", "C", "C", "C", "O", "H", "H", "H", "H", "H", "H", "H", "H"],
  "coordinates": [[-12.732, -32.089, 32.808], [-8.238, -31.236, 36.346], [-8.827, -32.574, 35.650], [-7.589, -33.496, 35.273], [-7.035, -33.303, 30.437], [-8.074, -32.432, 29.607], [-7.195, -31.302, 28.912], [-11.310, -26.515, 33.766], [-10.671, -27.844, 33.041], [-9.539, -27.360, 32.047], [-9.657, -31.279, 32.545], [-8.905, -31.620, 33.752], [-10.134, -29.920, 32.643], [-8.883, -31.523, 31.375], [-10.875, -32.075, 32.599], [-13.473, -33.054, 29.820], [-14.801, -33.585, 29.956], [-12.654, -33.933, 29.014], [-13.662, -31.793, 29.107], [-12.935, -32.869, 31.138], [-12.210, -32.759, 35.266], [-10.850, -32.921, 35.534], [-13.208, -33.123, 36.228], [-12.554, -31.481, 34.688], [-12.474, -33.501, 34.045], [-13.262, -29.046, 31.559], [-12.362, -27.914, 31.856], [-13.402, -29.094, 30.103], [-12.756, -30.334, 32.021], [-14.562, -28.983, 32.166], [-13.407, -28.650, 34.886], [-12.066, -28.947, 34.604], [-13.822, -28.007, 34.110], [-14.089, -29.500, 34.853], [-13.597, -28.266, 35.889], [-12.034, -29.860, 34.897], [-10.241, -30.346, 29.010], [-9.809, -31.517, 28.469], [-9.548, -29.531, 29.221], [-10.944, -30.080, 28.220], [-10.883, -30.509, 29.875], [-10.577, -31.981, 28.127], [-4.795, -29.173, 33.397], [-5.789, -30.192, 32.874], [-5.408, -31.622, 33.203], [-6.938, -29.904, 33.612], [-5.122, -28.172, 33.118], [-3.790, -29.291, 32.992], [-4.683, -29.219, 34.481], [-5.840, -30.041, 31.795], [-5.590, -31.975, 34.219], [-4.324, -31.716, 33.139], [-5.886, -32.292, 32.489], [-7.620, -30.559, 33.447], [-9.969, -35.321, 32.396], [-9.845, -35.662, 30.918], [-10.643, -36.846, 30.466], [-10.189, -34.414, 30.338], [-9.429, -34.395, 32.591], [-9.488, -36.066, 33.030], [-11.001, -35.174, 32.716], [-8.835, -35.880, 30.572], [-10.254, -37.854, 30.608], [-10.677, -36.686, 29.389], [-11.643, -36.684, 30.868], [-11.124, -34.324, 30.537], [-9.249, -27.426, 36.895], [-8.532, -27.048, 35.563], [-7.040, -27.396, 35.631], [-9.070, -28.039, 34.683], [-10.335, -27.474, 36.821], [-8.964, -26.717, 37.672], [-9.012, -28.416, 37.285], [-8.653, -26.014, 35.237], [-6.540, -26.864, 36.442], [-6.579, -26.961, 34.744], [-6.786, -28.455, 35.658], [-8.408, -28.732, 34.628]]
}


{
  "formula": "C4H10N2O2",
  "method": "ωB97M-V/def2-TZVPD",
  "homo_ev": -7.7,
  "gap_ev": 8.59,
  "e_above_lowest_kcal_mol": 62.7,
  "smiles": "NCOC/C(N)=C\\O",
  "charge": 0,
  "lumo_ev": 0.90,
  "elements": ["C", "C", "C", "N", "C", "O", "O", "N", "H", "H", "H", "H", "H", "H", "H", "H", "H", "H"],
  "coordinates": [[1.227, -0.096, 0.115], [0.286, -0.652, 1.160], [1.307, 1.206, -0.168], [2.108, -1.046, -0.437], [-1.842, -0.371, 0.094], [-1.009, -0.074, 1.186], [0.564, 2.191, 0.402], [-1.817, 0.692, -0.883], [-0.165, 1.784, 0.896], [-1.573, -1.370, -0.314], [2.691, -0.657, -1.166], [1.645, -1.891, -0.756], [-2.556, 0.580, -1.563], [0.209, -1.741, 1.027], [0.686, -0.464, 2.164], [2.020, 1.591, -0.884], [-0.925, 0.742, -1.366], [-2.857, -0.424, 0.495]]
}


{
  "formula": "C3H9N2",
  "method": "ωB97M-V/def2-TZVPD",
  "homo_ev": -14.2,
  "gap_ev": 9.35,
  "e_above_lowest_kcal_mol": 37.3,
  "smiles": "C=[N+](C)CN",
  "charge": 1,
  "lumo_ev": -4.87,
  "elements": ["C", "N", "H", "H", "H", "H", "C", "C", "N", "H", "H", "H", "H", "H"],
  "coordinates": [[1.120, -0.227, -0.188], [0.841, -1.601, -0.323], [1.741, -0.066, 0.698], [1.494, 0.239, -1.085], [1.423, -2.149, -0.928], [0.496, -2.024, 0.521], [-1.383, -0.180, 0.414], [-0.172, 1.831, -0.070], [-0.168, 0.579, 0.095], [-1.205, -0.862, 1.233], [-2.200, 0.516, 0.574], [-1.642, -0.764, -0.472], [0.765, 2.348, -0.238], [-1.110, 2.361, -0.231]]
}


{
  "formula": "C4H8NO3",
  "method": "ωB97M-V/def2-TZVPD",
  "homo_ev": -4.8,
  "gap_ev": 8.88,
  "e_above_lowest_kcal_mol": 16.1,
  "charge": -1,
  "lumo_ev": 4.05,
  "elements": ["C", "C", "O", "N", "H", "H", "H", "H", "H", "C", "C", "O", "O", "H", "H", "H"],
  "coordinates": [[-1.413, 2.243, 0.455], [-0.045, 2.129, 1.269], [0.087, 2.871, 2.243], [0.905, 1.353, 0.772], [1.844, 1.270, 1.149], [0.696, 0.444, 0.230], [-2.301, 2.415, 1.076], [-1.580, 1.178, 0.230], [-1.378, 2.792, -0.493], [0.197, -2.958, -1.331], [0.742, -1.689, -0.539], [1.935, -1.761, -0.213], [-0.095, -0.763, -0.371], [0.687, -3.815, -0.877], [0.632, -2.773, -2.324], [-0.913, -2.938, -1.277]]
}


{
  "formula": "C3H6OS2",
  "method": "ωB97M-V/def2-TZVPD",
  "homo_ev": [-8.8, -8.8],
  "gap_ev": [7.58, 8.05],
  "e_above_lowest_kcal_mol": 126.3,
  "charge": 0,
  "lumo_ev": [-1.23, -0.73],
  "elements": ["C", "C", "C", "O", "S", "S", "H", "H", "H", "H", "H", "H"],
  "coordinates": [[1.308, -0.430, 0.877], [0.875, -0.205, -0.495], [-0.432, 0.540, -0.151], [-2.076, -1.091, 1.436], [-3.430, 0.654, -0.576], [-1.903, -0.373, 0.154], [0.985, -1.247, 1.520], [1.810, 0.362, 1.464], [1.614, 0.500, -1.086], [0.630, -0.968, -1.096], [-0.612, 1.572, 0.277], [-1.515, -1.465, -0.612]]
}


{
  "formula": "C6H12OS2",
  "method": "ωB97M-V/def2-TZVPD",
  "homo_ev": [-8.3, -8.3],
  "gap_ev": [8.22, 8.22],
  "e_above_lowest_kcal_mol": 108.9,
  "charge": 0,
  "lumo_ev": [-0.03, -0.03],
  "elements": ["C", "C", "C", "C", "C", "C", "O", "S", "S", "H", "H", "H", "H", "H", "H", "H", "H", "H", "H", "H", "H"],
  "coordinates": [[2.022, -1.544, 0.123], [0.807, -1.790, 0.920], [1.710, -0.772, -1.115], [-0.267, 0.258, 0.462], [-0.636, 0.986, 1.710], [-2.487, 1.493, -0.977], [0.270, 1.344, -2.010], [-1.805, -0.148, -0.545], [0.898, 0.964, -0.766], [2.915, -1.098, 0.748], [2.532, -2.461, -0.142], [0.221, -2.536, 0.317], [0.574, -1.695, 2.008], [2.463, -0.478, -1.878], [0.911, -1.343, -1.655], [0.290, 1.457, 2.151], [-1.053, 0.363, 2.482], [-1.415, 1.834, 1.449], [-1.877, 1.743, -1.873], [-2.535, 2.040, -0.046], [-3.537, 1.384, -1.362]]
}